# C4H9NO4

The molecule C4H9NO4 (ωB97M-V with the def2-TZVPD basis set, OMol25).

Results
M: 135.119 g/mol
multiplicity: 1
HOMO-LUMO gap: 9.33 eV
total energy: -513.42592 Ha
highest occupied orbital energy: -9.113 eV

CARTESIAN COORDINATES (ANGSTROEM)
O: 0.6949 -3.1089 0.8250
O: -0.7066 -1.4128 1.3117
O: 0.5935 1.1172 -2.0108
O: 0.5988 1.0617 1.3286
N: 0.7883 0.4615 0.0555
C: 0.4338 -1.9403 0.7868
C: 1.3426 -0.8935 0.1704
C: -0.3110 0.6414 -1.1431
C: -1.4165 1.5677 -0.6818
H: -2.0547 1.7656 -1.5445
H: -0.9991 2.5134 -0.3371
H: 1.3054 1.0946 -0.8302
H: 1.6007 -1.2216 -0.8373
H: -0.1668 0.5988 1.7078
H: -1.2306 -2.1405 1.6831
H: 2.2583 -0.8551 0.7621
H: -0.7021 -0.3703 -1.3526
H: -2.0288 1.1213 0.1064